Record 1
Below is a molecular structure, C26H36IrOP2Se3SiTe, with properties calculated with ωB97M-V with the def2-TZVPD basis set.

## Properties
Maximum force, hartree/bohr: 0.2492
⟨S²⟩: 6.04
Total charge: -1
LUMO energy (alpha / beta), eV: 2.411 / 1.835
2S+1: 5
Highest occupied orbital energy (alpha / beta), eV: -2.032 / -3.459

Geometry as XYZ:
```
71
C26H36IrOP2Se3SiTe ωB97M-V with the def2-TZVPD basis set
Ir -0.85 0.16 -1.61
Se -1.85 1.91 0.08
Se -3.04 3.96 -0.13
Te -3.11 4.09 -2.73
Se -1.85 1.90 -3.30
C -2.14 -1.66 1.89
P -1.72 -1.36 0.02
C 0.02 -1.92 0.40
C -2.96 -1.87 -0.88
C -4.07 -2.46 -0.22
C -5.12 -3.02 -0.92
C -5.12 -3.02 -2.30
C -4.07 -2.46 -3.00
C -2.96 -1.87 -2.33
P -1.72 -1.36 -3.24
C -2.14 -1.66 -5.10
C 0.02 -1.92 -3.62
H -2.23 -2.76 1.96
H -3.09 -1.15 2.17
H -1.38 -1.33 2.63
H -0.06 -2.94 0.83
H 0.65 -1.29 1.08
H 0.54 -2.00 -0.56
H -4.17 -2.51 0.84
H -5.95 -3.47 -0.38
H -5.95 -3.47 -2.83
H -4.17 -2.51 -4.06
H -2.23 -2.76 -5.18
H -1.38 -1.33 -5.85
H -3.09 -1.15 -5.38
H -0.06 -2.94 -4.05
H 0.54 -2.00 -2.66
H 0.65 -1.29 -4.30
C 1.87 3.73 1.73
C 1.20 2.96 0.57
C 1.84 3.39 -0.77
C -0.31 3.28 0.55
Si 1.45 0.92 0.79
O 0.56 0.16 -0.39
C 0.86 0.38 2.53
C -0.53 0.39 2.80
C -1.02 0.02 4.06
C -0.14 -0.38 5.06
C 1.23 -0.42 4.80
C 1.72 -0.05 3.55
C 3.31 0.49 0.62
C 4.30 1.05 1.45
C 5.65 0.73 1.27
C 6.03 -0.16 0.27
C 5.07 -0.72 -0.56
C 3.72 -0.40 -0.39
H 1.65 4.80 1.66
H 2.95 3.63 1.72
H 1.51 3.38 2.71
H 1.70 4.47 -0.94
H 1.38 2.87 -1.62
H 2.91 3.19 -0.79
H -0.47 4.35 0.36
H -0.79 3.05 1.50
H -0.83 2.73 -0.24
H -1.25 0.67 2.03
H -2.09 0.04 4.25
H -0.52 -0.67 6.03
H 1.91 -0.75 5.58
H 2.80 -0.12 3.39
H 4.05 1.74 2.25
H 6.41 1.16 1.92
H 7.08 -0.41 0.13
H 5.36 -1.41 -1.35
H 2.99 -0.85 -1.06
H 0.46 0.16 -2.74
```

How positive or negative is each atom? The Mulliken charges in e answer that: 2.720 0.115 -0.535 -0.171 -0.334 -1.598 0.728 -0.972 0.962 -1.214 -0.942 -0.975 -0.939 0.202 1.407 -1.435 -1.362 0.576 0.351 0.294 0.504 0.208 -0.030 0.288 0.385 0.363 0.318 0.418 0.337 0.360 0.467 0.303 0.264 -1.827 2.044 -1.765 -1.903 0.086 -1.365 0.881 -0.706 -0.921 -0.654 -0.720 -0.651 0.719 -0.477 -0.826 -0.476 -0.638 -0.288 0.463 0.319 0.339 0.446 0.203 0.446 0.586 0.605 -0.144 1.045 0.445 0.368 0.392 0.385 0.322 0.373 0.354 0.405 0.276 -0.205

***

Record 2
Below is a molecular structure, C20H19CoF3IN5O6S2, with properties calculated with ωB97M-V with the def2-TZVPD basis set.

## Properties
Maximum force, hartree/bohr: 0.0232
⟨S²⟩: 6.02
Total charge: +1
LUMO energy (alpha / beta), eV: -3.361 / -5.763
2S+1: 5
Highest occupied orbital energy (alpha / beta), eV: -11.501 / -11.574

Geometry as XYZ:
```
57
C20H19CoF3IN5O6S2 ωB97M-V with the def2-TZVPD basis set
Co -0.88 -0.01 -0.24
O 3.62 -0.52 -0.30
C 3.94 0.78 -0.39
C 5.28 1.14 -0.39
C 5.64 2.47 -0.43
C 4.67 3.48 -0.47
C 3.34 3.14 -0.50
C 2.94 1.79 -0.47
C 1.54 1.43 -0.51
O 1.18 0.22 -0.44
N 0.64 2.44 -0.62
N -0.61 2.03 -0.66
C -1.48 3.04 -0.67
S -0.86 4.66 -0.56
C -2.49 5.44 -0.41
C -3.47 4.61 -1.22
S -3.17 2.85 -0.85
H 2.64 -0.55 -0.21
H 6.02 0.35 -0.34
H 6.69 2.74 -0.43
H 4.97 4.52 -0.47
H 2.57 3.90 -0.54
H -2.41 6.45 -0.80
H -2.75 5.47 0.64
H -3.34 4.76 -2.29
H -4.50 4.83 -0.95
N -1.02 -0.16 3.94
C -0.69 -0.59 2.73
O -0.57 0.21 1.78
C -0.38 -2.05 2.58
I 1.75 -2.24 2.40
H -1.24 0.81 4.08
H -1.15 -0.80 4.71
H -0.82 -2.45 1.67
H -0.70 -2.64 3.43
F -5.78 -0.93 1.62
C -5.07 -0.79 0.51
F -5.47 0.35 -0.10
F -5.36 -1.81 -0.32
C -3.54 -0.79 0.79
O -3.13 -1.51 1.68
O -2.88 -0.07 -0.03
N 3.11 -3.92 -1.10
C 1.98 -4.66 -1.10
O 1.98 -5.87 -1.08
C 0.66 -3.92 -1.14
C -0.50 -4.69 -1.13
C -1.73 -4.05 -1.18
C -1.77 -2.67 -1.17
N -0.66 -1.92 -1.12
C 0.53 -2.54 -1.15
H 3.98 -4.43 -1.02
H 3.15 -2.92 -1.03
H -0.41 -5.76 -1.10
H -2.66 -4.61 -1.22
H -2.71 -2.14 -1.20
H 1.39 -1.90 -1.20
```

How positive or negative is each atom? The Mulliken charges in e answer that: 0.507 -0.478 0.185 -0.799 -0.389 -0.819 -0.318 0.347 0.875 -0.393 -0.178 -0.062 0.276 0.050 -0.594 -0.594 0.061 0.130 0.461 0.401 0.429 0.467 0.404 0.332 0.338 0.411 -0.319 0.396 -0.343 -0.485 0.067 0.248 0.202 -0.091 0.594 -0.253 0.824 -0.248 -0.262 0.275 -0.585 -0.401 -0.219 0.362 -0.632 0.567 -0.405 -0.852 -0.458 -0.296 -0.394 0.236 0.161 0.522 0.492 0.699 0.544

***

Record 3
Below is C3H3Cl2NS in the gas phase, with properties calculated with ωB97M-V with the def2-TZVPD basis set.

## Properties
Maximum force, hartree/bohr: 0.0642
Structure (SMILES): ClC1=C(Cl)SNC1
Total charge: 0
LUMO energy, eV: 0.120
Energy relative to the best compared isomer or geometry (same formula, charge and spin), eV: 1.447
Highest occupied orbital energy, eV: -8.422

Geometry as XYZ:
```
10
C3H3Cl2NS ωB97M-V with the def2-TZVPD basis set
Cl -0.79 -1.33 2.14
C -0.44 -0.37 0.73
C -1.25 0.59 0.30
Cl -2.86 0.95 0.48
S -0.24 1.60 -1.11
N 0.54 0.07 -1.29
C 0.84 -0.44 0.04
H 1.34 0.27 -1.83
H 1.76 0.09 0.68
H 1.10 -1.44 -0.13
```

How positive or negative is each atom? The Mulliken charges in e answer that: -0.171 0.048 0.183 -0.141 -0.086 -0.448 -0.183 0.291 0.193 0.316

***

Record 4
Below is 2 unconnected molecules or ions with the total composition C4H9O2, with properties calculated with ωB97M-V with the def2-TZVPD basis set.

## Properties
Maximum force, hartree/bohr: 0.0795
Total charge: +1
LUMO energy (alpha / beta), eV: -7.508 / -4.602
Energy relative to the best compared isomer or geometry (same formula, charge and spin), eV: 5.757
Highest occupied orbital energy (alpha / beta), eV: -11.955 / -16.469

Geometry as XYZ:
```
15
C4H9O2 ωB97M-V with the def2-TZVPD basis set
C 0.05 0.56 -0.55
C 3.30 1.65 1.34
C -1.96 0.01 0.61
C -0.77 -1.60 -1.58
O -0.80 0.83 0.33
O 0.17 -0.44 -1.39
H 2.89 2.24 0.51
H 3.46 2.17 2.33
H 3.34 0.53 1.20
H -2.51 0.42 1.43
H -1.75 -0.99 0.88
H -2.62 0.08 -0.24
H -0.15 -2.37 -1.21
H -1.70 -1.45 -0.98
H -0.95 -1.65 -2.67
```

How positive or negative is each atom? The Mulliken charges in e answer that: 0.721 -0.729 -0.924 -0.447 -0.185 -0.261 0.274 0.280 0.278 0.308 0.410 0.439 0.304 0.271 0.260

***

Record 5
Below is a molecular structure, C3H2N2O2, with properties calculated with ωB97M-V with the def2-TZVPD basis set.

## Properties
Maximum force, hartree/bohr: 0.1616
Total charge: 0
LUMO energy, eV: -0.778
Energy relative to the best compared isomer or geometry (same formula, charge and spin), eV: 4.526
Highest occupied orbital energy, eV: -10.733

Geometry as XYZ:
```
9
C3H2N2O2 ωB97M-V with the def2-TZVPD basis set
C -0.26 1.43 0.53
C -0.12 0.17 -0.14
C 0.07 -1.13 0.32
H 0.15 1.70 1.80
H -0.19 -1.48 1.41
N 0.24 -1.97 -0.54
N 0.19 0.08 -1.41
O -0.51 2.36 -0.29
O 0.44 -1.16 -1.69
```

How positive or negative is each atom? The Mulliken charges in e answer that: -0.099 0.670 -0.171 0.225 0.297 -0.295 -0.156 -0.419 -0.052

***

Record 6
Below is 2 unconnected molecules or ions with the total composition CH3O2, with properties calculated with ωB97M-V with the def2-TZVPD basis set.

## Properties
Maximum force, hartree/bohr: 0.1055
Total charge: +1
LUMO energy, eV: -6.454
Energy relative to the best compared isomer or geometry (same formula, charge and spin), eV: 0.700
Highest occupied orbital energy, eV: -19.183

Geometry as XYZ:
```
6
CH3O2 ωB97M-V with the def2-TZVPD basis set
C 1.40 0.29 0.29
O -0.38 -0.30 -0.26
O 2.23 -0.16 -0.33
H -1.03 0.03 0.33
H -0.52 -1.28 -0.14
H 0.97 1.03 0.82
```

How positive or negative is each atom? The Mulliken charges in e answer that: 0.428 -0.578 -0.030 0.391 0.414 0.376

***

Record 7
Below is a molecular structure, C35H53AlO24P, with properties calculated with ωB97M-V with the def2-TZVPD basis set.

## Properties
Maximum force, hartree/bohr: 0.0895
Total charge: -1
LUMO energy, eV: 1.471
Highest occupied orbital energy, eV: -4.996

Geometry as XYZ:
```
114
C35H53AlO24P ωB97M-V with the def2-TZVPD basis set
C 6.74 0.12 2.60
C 5.75 1.27 2.06
O 5.78 2.36 2.70
O 4.88 1.06 0.93
C 3.53 0.74 1.47
C 3.17 -0.81 1.36
C 1.63 -1.08 0.88
C 1.64 -2.49 0.12
C 0.23 -2.96 -0.46
C -1.03 -2.52 0.48
C -0.86 -3.12 1.96
C -1.94 -2.61 3.03
Al -2.40 -0.58 2.84
C -3.96 -0.49 1.52
O -4.94 0.59 1.76
C -4.28 1.85 1.95
C -4.67 2.63 3.23
C -3.98 3.98 3.53
C -2.93 4.51 2.54
C -2.55 3.79 1.23
C -3.23 2.43 0.93
P -2.86 0.18 5.00
O -2.20 1.57 5.16
O -4.51 0.18 5.44
O -1.99 -0.86 6.09
H 7.75 0.14 2.04
H 6.25 -0.92 2.54
H 6.99 0.31 3.70
H 3.57 1.10 2.57
H 2.80 1.41 0.89
H 3.84 -1.24 0.51
H 3.34 -1.41 2.31
H 0.99 -1.07 1.83
H 1.26 -0.23 0.21
H 2.12 -3.27 0.82
H 2.36 -2.38 -0.77
H 0.06 -2.40 -1.45
H 0.21 -4.09 -0.69
H -1.96 -3.04 0.02
H -1.08 -1.39 0.41
H 0.19 -2.96 2.40
H -1.01 -4.26 1.86
H -2.89 -3.24 3.11
H -1.43 -2.68 4.07
H -1.15 0.18 2.16
H -4.57 -1.46 1.42
H -3.50 -0.28 0.48
H -5.44 2.16 3.94
H -4.28 4.50 4.51
H -2.40 5.51 2.78
H -1.80 4.17 0.46
H -3.02 1.80 0.01
H -4.53 0.67 6.31
H -1.08 -0.51 6.15
C -1.34 -3.11 -4.73
C -1.61 -4.43 -5.38
O -0.88 -5.34 -4.57
C -0.74 -4.76 -3.34
O -0.32 -5.32 -2.37
O -1.13 -3.46 -3.37
H -2.18 -2.42 -4.82
H -0.44 -2.62 -5.11
H -2.67 -4.70 -5.35
H -1.26 -4.46 -6.41
C -4.71 2.83 -2.78
C -5.83 2.05 -3.41
O -5.15 1.23 -4.35
C -3.86 1.10 -3.92
O -3.07 0.34 -4.39
O -3.60 1.95 -2.89
H -4.91 3.08 -1.74
H -4.49 3.75 -3.33
H -6.35 1.41 -2.69
H -6.56 2.69 -3.90
C 1.76 -3.71 -8.30
C 1.54 -2.88 -9.52
O 0.18 -3.14 -9.85
C -0.44 -3.54 -8.71
O -1.63 -3.67 -8.60
O 0.46 -3.76 -7.71
H 2.48 -3.27 -7.61
H 2.07 -4.73 -8.54
H 1.66 -1.81 -9.33
H 2.20 -3.17 -10.35
C -6.39 0.37 -7.30
C -5.88 -0.73 -8.19
O -6.98 -1.62 -8.27
C -8.10 -0.89 -8.00
O -9.22 -1.29 -8.15
O -7.79 0.35 -7.55
H -5.96 1.34 -7.55
H -6.21 0.16 -6.24
H -5.64 -0.37 -9.20
H -5.00 -1.23 -7.77
C 5.36 3.79 5.66
C 4.41 4.59 4.82
O 3.79 5.45 5.77
C 4.64 5.56 6.82
O 4.50 6.34 7.72
O 5.67 4.68 6.72
H 6.26 3.51 5.11
H 4.90 2.89 6.07
H 4.93 5.20 4.07
H 3.68 3.97 4.31
C 9.16 2.13 7.81
C 7.74 1.98 8.29
O 7.08 1.44 7.15
C 8.02 0.82 6.39
O 7.78 0.13 5.45
O 9.28 1.10 6.84
H 9.88 1.99 8.61
H 9.34 3.09 7.33
H 7.65 1.27 9.12
H 7.30 2.93 8.58
```

Atomic partial charges in e from the Mulliken method, atoms 1 to 99: -0.339 0.535 -0.509 -0.403 -0.222 -0.702 0.205 -0.812 -0.261 -0.310 -0.504 -0.843 0.240 -0.365 -0.543 0.331 0.008 -0.356 -0.356 -0.760 -0.181 0.738 -0.669 -0.528 -0.538 0.275 0.220 0.011 0.202 0.287 0.261 0.297 -0.159 0.210 0.306 0.393 0.087 0.263 0.281 -0.088 0.213 0.271 0.358 0.270 -0.273 0.395 0.019 0.282 0.275 0.249 0.332 0.430 0.316 0.311 -0.154 0.070 -0.383 0.612 -0.548 -0.215 0.237 0.190 0.293 -0.074 -0.277 -0.400 -0.203 0.555 -0.553 -0.300 0.284 0.238 0.288 0.334 -0.357 -0.353 -0.353 0.666 -0.511 -0.300 0.319 0.261 0.261 0.307 -0.004 -0.331 -0.318 0.625 -0.540 -0.348 0.296 0.114 0.233 0.295 -0.130 -0.105 -0.333 0.587 -0.563

***

Record 8
Below is C5H6N2 in the gas phase, with properties calculated with ωB97M-V with the def2-TZVPD basis set.

## Properties
Maximum force, hartree/bohr: 0.1365
Structure (SMILES): C1=NN2CCC=C12
Total charge: 0
LUMO energy, eV: 0.203
Energy relative to the best compared isomer or geometry (same formula, charge and spin), eV: 4.638
Highest occupied orbital energy, eV: -9.186

Geometry as XYZ:
```
13
C5H6N2 ωB97M-V with the def2-TZVPD basis set
C -1.01 -0.45 1.91
N -0.48 -1.57 1.44
N -0.52 -1.11 0.09
C 0.63 -0.77 -0.77
C 0.38 0.64 -1.27
C -0.24 1.36 0.02
C -0.77 0.28 0.68
H -1.28 -0.06 2.88
H 0.75 -1.46 -1.53
H 1.67 -0.66 -0.34
H 1.31 1.14 -1.62
H -0.46 0.45 -1.96
H 0.02 2.23 0.47
```

How positive or negative is each atom? The Mulliken charges in e answer that: -0.111 -0.589 0.027 -0.576 -0.341 -0.641 0.205 0.369 0.396 0.266 0.324 0.241 0.431

***

total charge of number 3 (C3H3Cl2NS)?
0